(1)
C38H46CaN4OPS2Si2 as an isolated structure, computed with ωB97M-V/def2-TZVPD.

XYZ file:
```
95
Properties=species:S:1:pos:R:3:forces:R:3:lowdin_charge:R:1
Ca 0.03720 -0.42349 0.21507 -0.13 0.10 -0.44 1.032
C -3.32657 0.89903 3.26425 0.05 -0.09 0.16 -0.159
Si -2.92934 2.09377 1.85785 -0.08 -0.25 -0.16 0.417
C -3.95936 1.42022 0.42138 -0.04 0.00 -0.28 -0.171
C -3.75382 3.73208 2.28021 -0.07 0.27 0.07 -0.193
C -1.12323 2.16569 1.57032 0.31 0.16 0.37 -0.372
C -0.43644 1.51138 2.71775 -0.06 -0.22 -0.18 -0.439
C -0.29796 2.07630 4.00784 0.06 -0.05 -0.16 -0.056
C 0.29695 1.37259 5.03266 -0.05 -0.01 -0.07 -0.070
C 0.75348 0.07726 4.79217 -0.02 0.09 0.04 -0.071
C 0.59834 -0.42981 3.52275 -0.13 0.28 -0.20 -0.181
N 0.03212 0.26330 2.50569 0.39 -0.29 0.99 -0.035
Si -0.25787 3.69403 1.05183 0.13 0.02 0.25 0.416
C -0.54349 4.15659 -0.75613 0.16 0.97 -0.13 -0.177
C -0.63621 5.30205 1.97104 -0.11 0.15 0.11 -0.191
C 1.60171 3.42861 1.22201 0.10 -0.03 0.06 -0.167
H -4.40647 0.87166 3.45582 0.12 0.00 -0.05 0.032
H -2.81896 1.16882 4.19772 -0.11 -0.07 -0.11 0.027
H -2.99998 -0.11326 2.98907 -0.05 0.13 0.05 0.019
H -4.89820 1.02459 0.82886 0.04 0.06 -0.08 0.028
H -3.44792 0.60327 -0.10141 -0.10 0.24 0.15 -0.004
H -4.22454 2.17948 -0.32570 0.06 -0.09 0.07 0.021
H -4.84188 3.60942 2.34508 0.09 0.04 0.01 0.025
H -3.54354 4.49313 1.51614 -0.09 -0.14 0.12 0.015
H -3.39203 4.12165 3.24074 -0.06 -0.02 -0.14 0.029
H -0.70466 3.06378 4.17839 0.03 0.07 -0.01 0.104
H 0.39114 1.81524 6.01944 0.00 -0.01 -0.06 0.103
H 1.22941 -0.51572 5.56324 -0.05 0.03 -0.05 0.099
H 0.96673 -1.41830 3.27517 -0.03 0.03 -0.06 0.047
H -1.57476 4.00336 -1.10344 0.81 0.51 0.38 0.002
H 0.11986 3.58361 -1.41761 -0.12 0.79 0.19 0.032
H -0.30622 5.22060 -0.88857 -0.01 -0.07 0.09 0.046
H -1.67266 5.62168 1.80461 0.20 -0.01 0.03 0.009
H 0.02629 6.10029 1.61493 -0.06 -0.05 0.04 0.024
H -0.49063 5.20535 3.05204 -0.01 0.00 -0.06 0.018
H 1.89154 2.43426 0.86021 0.05 0.07 0.00 0.021
H 1.91831 3.49443 2.26955 -0.01 -0.04 -0.11 0.031
H 2.16979 4.17133 0.65036 -0.06 -0.05 0.05 0.030
N -1.04842 1.72098 -1.48746 -0.29 -1.31 -0.54 0.005
C -1.72350 1.98737 -2.71428 0.17 -0.18 0.22 -0.310
C -2.68422 2.98703 -2.82525 -0.18 -0.15 -0.11 -0.050
C -3.33902 3.19243 -4.03263 0.00 -0.01 -0.02 -0.086
C -3.02568 2.41879 -5.14175 0.04 -0.03 0.04 -0.100
C -2.05674 1.42513 -5.04015 0.01 0.01 -0.01 -0.083
C -1.40512 1.19142 -3.83379 0.09 0.12 0.29 -0.319
P -0.26204 -0.18195 -3.44044 0.01 -0.03 -0.27 1.060
C 1.31378 0.75739 -3.20433 0.02 -0.09 0.05 -0.385
C 2.25543 0.22023 -2.31985 0.07 -0.03 -0.05 -0.124
C 3.41054 0.92385 -1.99196 -0.05 0.01 -0.04 -0.071
C 3.64523 2.16878 -2.55724 -0.06 0.04 -0.06 -0.087
C 2.72594 2.70629 -3.45444 -0.01 -0.05 0.05 -0.085
C 1.56587 2.00922 -3.77236 0.02 0.01 0.08 -0.105
C -0.04683 -0.98332 -5.07924 -0.08 0.03 -0.01 -0.372
C 0.95550 -0.68628 -5.99854 0.00 -0.04 -0.08 -0.078
C 1.00085 -1.33552 -7.22928 -0.01 0.02 0.08 -0.089
C 0.04561 -2.28895 -7.55419 0.00 0.01 0.03 -0.099
C -0.95019 -2.60519 -6.63802 0.01 0.02 0.05 -0.088
C -0.98759 -1.96306 -5.40746 0.02 0.00 0.00 -0.109
H -1.38440 2.20914 -0.66100 -0.13 -0.50 -0.27 -0.008
H -0.05342 1.92434 -1.56544 -0.30 -0.24 -0.11 0.046
H -2.90808 3.60984 -1.96677 -0.31 -0.18 -0.29 0.090
H -4.08906 3.97191 -4.10851 0.03 -0.04 0.01 0.099
H -3.53577 2.58498 -6.08330 0.03 -0.01 0.03 0.095
H -1.81500 0.81576 -5.90575 -0.01 0.03 0.07 0.101
H 2.09094 -0.76707 -1.89260 0.00 0.09 -0.02 0.027
H 4.11423 0.49367 -1.28882 -0.06 -0.01 -0.01 0.106
H 4.53885 2.72473 -2.29625 -0.04 -0.02 -0.02 0.100
H 2.90649 3.67919 -3.89764 -0.01 -0.03 0.01 0.100
H 0.84212 2.44819 -4.45041 0.00 0.00 0.01 0.109
H 1.71460 0.04667 -5.75412 -0.02 0.02 0.01 0.097
H 1.78828 -1.09604 -7.93514 -0.02 -0.01 0.05 0.098
H 0.08676 -2.79774 -8.51124 0.00 0.04 0.06 0.097
H -1.68547 -3.36688 -6.87467 0.05 0.06 0.03 0.100
H -1.74431 -2.23141 -4.67634 0.03 0.00 -0.05 0.102
S 2.39566 -1.67553 1.07542 -0.01 0.01 -0.10 0.481
C 2.56085 -3.16512 0.17584 0.59 -0.08 0.43 -0.788
C 3.67093 -4.00966 0.57731 -0.28 0.24 -0.09 -0.310
N 4.55415 -4.66368 0.92382 -0.04 0.05 -0.02 0.128
C 1.74925 -3.58893 -0.81870 -0.26 -0.39 -0.46 -0.778
S 0.38121 -2.70387 -1.44642 0.03 -0.20 0.04 0.476
C 2.02990 -4.85655 -1.46701 -0.07 0.43 0.20 -0.305
N 2.23319 -5.85280 -2.00743 -0.03 -0.04 -0.01 0.129
C -3.41530 -3.08742 1.79273 0.00 0.04 -0.09 -0.134
C -4.09043 -2.43689 0.56209 0.06 -0.02 0.12 -0.140
C -2.90846 -1.96976 -0.26771 0.10 0.00 0.20 -0.210
O -1.95273 -1.55710 0.72984 -0.21 -0.02 -0.04 -0.351
C -1.96295 -2.57781 1.74862 -0.27 0.11 -0.22 -0.175
H -3.43474 -4.17445 1.73086 -0.02 -0.01 0.00 0.107
H -3.90974 -2.79232 2.71631 -0.02 0.00 0.01 0.103
H -4.68895 -1.57603 0.86430 0.01 -0.03 -0.01 0.100
H -4.72683 -3.12839 0.01217 -0.02 -0.02 0.02 0.111
H -3.11648 -1.11622 -0.91271 0.05 -0.07 0.02 0.108
H -2.47579 -2.77355 -0.86450 0.09 -0.08 -0.03 0.093
H -1.63145 -2.12009 2.67624 0.03 0.09 0.03 0.105
H -1.26451 -3.36285 1.46339 0.10 -0.08 -0.08 0.121
```
Forces are in eV/Å.

Results
- HOMO-LUMO gap (eV) = 6.53
- net charge = -1
- energy relative to the best compared isomer or geometry (same formula, charge and spin) (kcal per mole) = 40.0
- LUMO energy (eV) = 2.3402
- HOMO energy (eV) = -4.2

---

(2)
A 5-piece molecular cluster, C38H46F32N2O9P overall, computed with ωB97M-V/def2-TZVPD.

XYZ file:
```
128
Properties=species:S:1:pos:R:3:forces:R:3:lowdin_charge:R:1
C -6.08340 1.75309 -2.75636 -0.03 -0.08 0.23 -0.119
C -5.91288 0.36428 -3.37674 0.24 0.08 0.16 -0.258
C -4.47291 -0.16161 -3.30617 -0.07 0.28 -0.11 -0.216
C -4.05984 -0.53267 -1.87884 -0.15 0.17 -0.36 -0.131
C -2.56323 -0.65460 -1.54784 0.07 -0.47 0.40 -0.287
C -1.76422 -1.39756 -2.70860 -0.12 0.82 -1.02 -0.649
O -1.27706 -2.50276 -2.44961 0.02 -0.17 -0.07 -0.010
O -1.68606 -0.71572 -3.78208 0.01 -0.52 1.01 -0.071
C -2.47697 -1.46001 -0.23834 0.03 0.05 0.00 -0.138
C -2.97131 -2.76808 -0.15311 0.10 0.06 -0.07 -0.041
C -2.89741 -3.50000 1.02078 0.06 0.11 -0.04 -0.091
C -2.32913 -2.94265 2.16546 -0.04 0.14 -0.18 -0.113
C -1.84899 -1.64252 2.09798 -0.10 -0.32 0.24 -0.104
C -1.92143 -0.91677 0.91337 0.01 -0.02 0.29 -0.037
N -1.94306 0.66468 -1.25734 -0.34 0.02 -0.23 -0.168
N -2.62256 1.77522 -1.82083 0.07 -0.09 0.12 0.082
C -0.51295 0.67308 -1.52831 -0.08 0.81 0.29 -0.187
C 0.16928 1.89001 -0.85101 -0.10 -0.35 0.04 -0.164
P 1.26563 2.88043 -1.87055 0.71 -0.03 0.22 0.501
O 2.55253 3.18457 -1.21247 -0.26 0.02 -0.08 -0.272
O 0.44192 4.19088 -2.30172 0.09 -0.15 0.02 -0.225
C 0.90224 5.47026 -1.83873 -0.27 0.52 -0.12 -0.268
C 0.67148 5.67557 -0.34790 0.46 -0.37 0.03 -0.075
O 1.49659 2.10155 -3.24556 -0.23 0.32 0.04 -0.228
C 0.55949 2.24671 -4.33243 -0.15 -0.10 -0.48 -0.253
C 1.01744 3.30901 -5.33360 -0.23 -0.02 -0.08 -0.063
H -5.25825 2.41102 -3.03280 -0.01 0.01 -0.10 0.063
H -6.09308 1.69884 -1.66561 0.04 0.03 -0.02 0.044
H -7.02461 2.21946 -3.05599 -0.01 -0.01 -0.04 0.060
H -6.20978 0.41822 -4.42807 -0.08 -0.14 0.03 0.095
H -6.57532 -0.33783 -2.85721 -0.13 -0.01 -0.19 0.099
H -3.80580 0.59716 -3.71151 0.04 -0.08 0.02 0.088
H -4.37657 -1.02757 -3.96344 0.09 -0.04 0.06 0.110
H -4.53915 -1.48666 -1.65151 0.08 -0.02 0.09 0.109
H -4.50011 0.18923 -1.18687 0.13 0.03 0.04 0.091
H -3.39506 -3.22839 -1.03576 0.06 0.00 -0.01 0.114
H -3.26901 -4.51763 1.02719 -0.03 -0.01 0.06 0.092
H -2.26733 -3.50812 3.08875 -0.01 0.01 -0.03 0.087
H -1.41632 -1.19123 2.98355 0.01 0.05 -0.06 0.080
H -1.54150 0.09508 0.91584 -0.03 0.00 -0.12 0.093
H -2.81142 2.44736 -1.08895 0.14 0.13 -0.02 0.083
H -2.07667 2.22238 -2.54959 -0.05 -0.09 -0.16 0.075
H -0.07936 -0.23485 -1.11527 -0.05 -0.16 -0.19 0.134
H -0.35106 0.70095 -2.60509 0.09 -0.34 -0.04 0.081
H -0.58677 2.53870 -0.40719 0.06 0.07 -0.03 0.086
H 0.81824 1.56133 -0.03677 -0.09 -0.02 -0.05 0.067
H 1.94973 5.61160 -2.10637 0.02 -0.13 0.07 0.112
H 0.32127 6.19785 -2.40867 -0.04 -0.12 -0.03 0.113
H -0.17544 5.07429 -0.01730 -0.19 0.22 -0.02 0.075
H 0.50955 6.72753 -0.11919 -0.11 0.00 0.01 0.072
H 1.54016 5.33042 0.21539 -0.05 0.00 0.00 0.071
H -0.43615 2.48803 -3.96251 0.06 -0.01 0.13 0.095
H 0.46663 1.27067 -4.80853 0.13 -0.06 0.18 0.124
H 2.01581 3.67109 -5.09221 0.03 -0.06 0.00 0.076
H 1.02058 2.89965 -6.34511 0.11 0.02 0.03 0.071
H 0.33815 4.16210 -5.33942 0.09 0.05 0.09 0.070
C 2.85393 -0.37436 3.91061 0.39 -0.13 -0.26 -0.041
C 1.50723 0.12284 3.37414 -0.01 -0.05 0.30 -0.436
C 1.43129 1.53325 2.78473 0.01 -0.01 -0.11 -0.299
F 1.76692 2.46048 3.70877 0.00 0.00 0.01 0.094
F 0.15781 1.76805 2.39722 -0.01 0.03 0.06 0.092
F 0.55326 -0.03282 4.32060 -0.01 0.02 -0.05 0.127
F 1.21595 -0.71257 2.34046 -0.04 0.05 -0.12 0.110
O 3.08733 -0.29209 5.30617 -0.52 0.13 0.13 0.056
C 3.58435 0.81947 5.90589 0.21 -0.06 -0.07 -0.552
C 2.59291 1.43991 6.90157 -0.01 -0.02 0.06 -0.288
F 1.42551 1.73476 6.30424 0.01 0.04 -0.01 0.105
F 3.12816 2.58454 7.38828 -0.02 0.00 0.03 0.093
F 4.03148 1.73094 5.02635 -0.04 0.01 -0.01 0.156
F 4.64909 0.43096 6.65678 0.10 0.03 0.00 0.130
H 2.83052 -1.43824 3.71187 -0.01 -0.07 0.02 0.119
H 3.68951 0.03074 3.33874 -0.09 0.17 0.00 0.156
H 2.09211 1.62579 1.91823 0.02 0.04 0.01 0.170
H 2.41501 0.74385 7.72335 0.00 0.00 0.00 0.172
C 5.41568 -5.03253 4.18022 -0.25 -0.20 0.51 -0.040
C 5.07941 -3.80422 3.32748 0.28 0.04 -0.09 -0.432
C 4.14521 -3.98211 2.12553 -0.07 0.08 0.03 -0.303
F 4.67175 -4.84198 1.23446 0.01 0.00 -0.02 0.104
F 4.00134 -2.77668 1.53290 -0.02 -0.03 -0.02 0.104
F 6.20991 -3.17882 2.94596 -0.03 -0.03 0.00 0.142
F 4.40526 -2.95409 4.16649 0.00 -0.11 0.08 0.086
O 6.63727 -5.69654 3.92902 0.19 0.35 -0.37 0.053
C 6.76272 -6.67634 2.98879 -0.07 -0.11 0.16 -0.549
C 7.73257 -6.28385 1.86416 0.06 0.02 0.01 -0.289
F 7.35126 -5.13421 1.28235 -0.02 -0.02 -0.03 0.107
F 7.72884 -7.26397 0.93365 0.03 0.00 -0.02 0.100
F 5.57654 -7.07595 2.50277 -0.02 0.03 -0.03 0.156
F 7.32774 -7.74585 3.60174 -0.04 -0.11 0.02 0.135
H 5.53882 -4.63377 5.18584 0.01 0.01 0.00 0.149
H 4.57561 -5.72729 4.21555 -0.02 0.02 -0.19 0.149
H 3.16286 -4.34039 2.44565 0.01 -0.01 -0.02 0.178
H 8.73912 -6.16928 2.27080 0.00 0.00 0.00 0.174
C -8.32746 1.07705 4.04048 -0.16 -0.31 0.48 -0.053
C -8.74418 2.43890 3.47119 0.29 0.04 -0.14 -0.442
C -9.79408 2.46375 2.35593 -0.08 0.02 0.04 -0.311
F -9.37324 1.79682 1.26735 0.00 0.02 -0.01 0.103
F -10.01795 3.75250 2.00729 -0.02 -0.02 -0.02 0.095
F -7.66130 3.14823 3.10311 -0.04 -0.01 0.01 0.142
F -9.33953 3.10247 4.51295 -0.07 -0.01 0.05 0.089
O -7.14558 0.48404 3.55778 0.14 0.45 -0.33 0.054
C -7.12662 -0.31008 2.44119 -0.02 -0.18 0.16 -0.539
C -6.27624 0.28757 1.31236 0.28 -0.01 0.01 -0.282
F -6.70800 1.53047 1.00717 -0.06 -0.02 -0.02 0.092
F -6.39781 -0.49617 0.22636 -0.19 -0.02 -0.01 0.105
F -8.37220 -0.60936 2.01999 -0.02 0.04 -0.03 0.144
F -6.53308 -1.46934 2.79025 -0.05 -0.10 0.01 0.150
H -8.10724 1.28629 5.08639 0.01 0.01 0.00 0.148
H -9.16571 0.37843 4.02760 -0.05 0.07 -0.16 0.146
H -10.73259 2.02792 2.70969 0.01 -0.01 -0.01 0.171
H -5.22721 0.33072 1.61494 0.01 -0.02 0.00 0.179
C 3.95678 0.20793 -3.96548 -0.58 0.17 0.04 -0.034
C 5.19948 0.46339 -3.10573 0.07 -0.32 0.00 -0.442
C 6.27588 1.39545 -3.66536 0.01 0.10 0.04 -0.299
F 6.78558 0.92779 -4.82601 0.01 -0.01 0.02 0.088
F 7.28991 1.48038 -2.77108 0.00 0.01 -0.03 0.091
F 5.76052 -0.70932 -2.72905 0.01 0.04 -0.05 0.130
F 4.76029 1.08805 -1.98171 -0.04 0.05 0.04 0.106
O 3.92422 -0.98001 -4.73742 0.52 -0.19 0.20 0.067
C 4.46196 -1.06925 -5.97801 -0.21 0.08 -0.10 -0.553
C 5.61644 -2.07967 -6.04387 0.00 -0.07 0.00 -0.284
F 6.58226 -1.77661 -5.15648 0.02 0.03 -0.03 0.099
F 6.15677 -2.04373 -7.28706 0.00 -0.03 0.00 0.088
F 4.83203 0.12770 -6.47685 0.03 0.01 0.02 0.144
F 3.50878 -1.56478 -6.80482 -0.05 0.05 -0.09 0.139
H 3.14932 0.07486 -3.24892 -0.01 0.00 0.00 0.146
H 3.69182 1.08272 -4.55868 0.18 0.03 -0.02 0.141
H 5.86253 2.39427 -3.82529 0.00 -0.01 -0.02 0.173
H 5.23662 -3.08208 -5.84073 0.00 0.00 0.01 0.174
```
Forces are in eV/Å.

Results
- HOMO-LUMO gap (eV) = 6.59
- net charge = -1
- LUMO energy (eV) = 1.8545
- HOMO energy (eV) = -4.7